1.
The following is a quantum chemistry calculation of a structure of composition C16H14Cl3GeMnN2O2 at a distorted geometry, from the Open Molecules 2025 dataset.

Each line ends with the natural charge from an NBO analysis.
Element x y z (Å)
Mn  -0.16042  -0.85387  -0.57310  1.563
O  1.70203  -0.97007  -0.52813  -0.787
C  2.51800  -0.53147  0.42863  0.352
C  3.82511  -0.16749  0.09389  -0.225
C  4.69949  0.29597  1.05464  -0.136
C  4.30572  0.39140  2.38951  -0.234
C  3.03504  0.00678  2.74428  -0.112
C  2.11686  -0.45427  1.78826  -0.235
C  0.80468  -0.84032  2.22961  0.252
N  -0.17758  -1.12158  1.45334  -0.553
C  -1.48892  -1.50865  1.98153  -0.244
C  -2.38699  -1.77254  0.76544  -0.235
N  -2.03719  -0.75997  -0.23655  -0.549
C  -2.87423  0.19467  -0.52235  0.230
C  -2.59738  1.34076  -1.30003  -0.267
C  -3.64300  2.25112  -1.57635  -0.110
C  -3.41140  3.40061  -2.27364  -0.259
C  -2.10600  3.68673  -2.71338  -0.122
C  -1.06304  2.83410  -2.45741  -0.242
C  -1.26669  1.63575  -1.74129  0.415
O  -0.26024  0.85431  -1.49120  -0.764
H  4.11879  -0.24929  -0.94491  0.229
H  5.69953  0.59045  0.76531  0.235
H  4.99410  0.75803  3.13760  0.237
H  2.72254  0.06690  3.78050  0.223
H  0.65993  -0.89541  3.30961  0.204
H  -1.41379  -2.39851  2.60786  0.230
H  -1.90292  -0.69278  2.57901  0.216
H  -2.17088  -2.76357  0.36160  0.221
H  -3.44202  -1.72368  1.03266  0.228
H  -3.88083  0.12398  -0.11145  0.207
H  -4.64223  2.01864  -1.22524  0.218
H  -4.21543  4.08999  -2.48804  0.233
H  -1.92359  4.60329  -3.25922  0.230
H  -0.05684  3.04902  -2.79145  0.231
Cl  -0.18045  -2.63020  -2.12082  -0.386
Ge  2.00424  -3.11599  -1.57080  1.245
Cl  2.41204  -4.72968  -2.97172  -0.336
Cl  1.68395  -4.01318  0.39379  -0.401

For the HOMO energy (spin up / spin down), the calculation gives -11.31 / -11.43 eV. As for the net charge: +1. For the energy relative to the best compared isomer or geometry (same formula, charge and spin), the calculation gives 0.0 kJ/mol. The calculation puts the energy at -149295.819 eV. For the orbital gap (spin up / spin down), the calculation gives 6.9 / 5.7 eV. Its spin multiplicity is 6.



2.
The following is a quantum chemistry calculation of the molecule C4H6O at a distorted geometry, from the Open Molecules 2025 dataset.

Each line ends with the natural charge from an NBO analysis.
Element x y z (Å)
C  -1.98520  0.85392  -1.14169  0.481
C  -1.30583  -0.50504  -0.03899  -0.496
C  0.06418  -0.62864  -0.24119  -0.139
C  0.88221  0.53367  0.11651  -0.694
O  -1.28152  1.70983  -1.45193  -0.514
H  -1.78121  -0.14599  0.80256  0.231
H  -1.99490  -1.19900  -0.46910  0.227
H  0.58771  -1.29593  -1.02405  0.210
H  0.68737  0.99919  1.04512  0.227
H  0.63720  1.50021  -0.44333  0.240
H  1.88924  0.56572  -0.19905  0.227

For the HOMO energy, the calculation gives -8.43 eV. For the energy relative to the best compared isomer or geometry (same formula, charge and spin), the calculation gives 233.8 kJ/mol. The calculation puts the energy at -6289.494 eV. For the orbital gap, the calculation gives 8.7 eV.



What is the formula in the second record? C4H6O